A single C7H10N2O molecule in a non-equilibrium geometry, computed with wB97M-V/def2-TZVPD.

Last column: Mulliken charge in e.
Cartesian coordinates (Å):
C -0.203 1.539 0.247  -0.78
C -2.343 -1.410 0.072  -0.55
O 1.635 -0.442 1.419  -0.42
H 2.313 -1.040 -1.628  0.34
N -1.366 0.585 0.185  0.25
H -2.571 -2.478 -0.285  0.27
C 1.377 -0.362 0.137  0.70
C -1.144 -0.767 0.089  -0.13
C 0.960 0.956 -0.405  -0.62
H 1.900 -2.493 -0.665  0.28
C -2.728 0.703 0.039  0.04
H 1.012 0.833 -1.452  0.38
H 3.281 -1.369 -0.160  0.33
C 2.238 -1.427 -0.631  -1.24
H -3.262 1.685 0.214  0.30
H 1.734 1.688 -0.166  0.32
H -0.511 2.467 -0.217  0.39
N -3.341 -0.418 -0.047  -0.58
H 1.173 0.191 1.955  0.37
H -0.151 1.557 1.300  0.34

**ΔE to the lowest compared entry with this formula, charge and spin**: 117.3 kcal/mol
**Total charge**: 0
**HOMO-LUMO gap (alpha / beta)**: 7.84 / 7.84 eV